## 1
The following is a quantum chemistry calculation of a cluster of 11 separate species, C5H32N2O11 in total, from the Open Molecules 2025 dataset.

The HOMO energy comes out at -9.48 eV. As for the structure (SMILES): C[C@@H](N)C(=O)N(C)C.O.O.O.O.O.O.O.O.O.O. The lowest unoccupied orbital energy comes out at 0.179 eV.

The geometry in ORCA input format:
```
! RIJCOSX wB97M-V def2-TZVPD def2/J DEFGRID3
* xyz 0 1
C -1.141 3.649 1.581
C -0.574 2.230 1.447
N -1.487 1.484 0.526
C 0.787 2.430 0.844
O 1.026 3.044 -0.204
N 1.827 1.708 1.387
C 3.179 2.145 0.906
C 1.703 0.487 2.119
H -1.125 4.253 0.669
H -0.577 4.246 2.262
H -2.121 3.599 2.078
H -0.566 1.685 2.383
H -1.924 2.131 -0.111
H -2.146 0.966 1.072
H 3.539 1.477 0.098
H 3.812 1.877 1.761
H 3.196 3.202 0.669
H 1.533 0.621 3.184
H 0.918 -0.207 1.703
H 2.357 -0.339 1.849
O -0.585 -1.444 2.738
H -1.354 -1.351 2.157
H -0.831 -2.184 3.319
O 1.469 -3.263 -0.440
H 1.323 -2.962 -1.369
H 2.340 -3.658 -0.274
O -0.621 -1.538 0.192
H -0.461 -0.619 -0.087
H 0.192 -2.056 0.240
O -2.745 -3.135 0.590
H -2.434 -2.301 0.237
H -1.976 -3.731 0.612
O 2.217 2.438 -2.511
H 2.070 2.210 -1.564
H 1.703 3.249 -2.594
O 0.297 0.789 -3.062
H 0.983 1.493 -3.235
H -0.478 1.361 -2.986
O -2.320 -1.772 -3.231
H -2.355 -1.033 -2.615
H -1.573 -1.585 -3.802
O 1.111 -1.916 -2.672
H 1.028 -0.991 -2.402
H 1.230 -1.858 -3.626
O -0.378 -4.796 0.395
H 0.067 -4.939 1.237
H 0.232 -4.150 -0.093
O -3.360 0.093 -0.396
H -3.090 -0.702 0.079
H -3.918 -0.340 -1.061
*
```

---

## 2
The following is a quantum chemistry calculation of a cluster of 11 separate species, C5H32N2O11 in total, from the Open Molecules 2025 dataset.

The HOMO energy comes out at -8.96 eV. As for the structure (SMILES): CC[C@H](C)NC(N)=O.O.O.O.O.O.O.O.O.O.O. The lowest unoccupied orbital energy comes out at 0.074 eV.

The geometry in ORCA input format:
```
! RIJCOSX wB97M-V def2-TZVPD def2/J DEFGRID3
* xyz 0 1
C 0.580 0.428 2.249
C 0.294 1.799 1.648
C -0.616 1.835 0.440
C -2.140 1.784 0.765
N -0.356 0.688 -0.468
C 0.504 0.777 -1.503
N 0.667 -0.405 -2.244
O 1.227 1.741 -1.783
H -0.380 -0.132 2.293
H 1.095 -0.198 1.512
H 1.028 0.441 3.235
H 1.259 2.280 1.449
H -0.120 2.476 2.401
H -0.416 2.693 -0.212
H -2.273 2.026 1.834
H -2.496 0.748 0.779
H -2.674 2.486 0.148
H -1.154 -0.013 -0.532
H 1.310 -0.351 -3.018
H -0.208 -0.791 -2.560
O -3.483 -0.614 0.533
H -3.024 -0.901 1.359
H -4.275 -0.150 0.793
O -2.590 -1.609 2.981
H -3.142 -2.239 3.448
H -1.736 -1.960 2.715
O -0.986 -0.744 -4.435
H -1.217 -1.672 -4.270
H -1.833 -0.290 -4.382
O 3.597 1.968 0.243
H 3.890 2.298 1.097
H 3.325 2.775 -0.232
O 0.035 -3.112 2.643
H -0.342 -3.458 1.826
H 0.924 -2.756 2.518
O -1.899 -0.555 -1.565
H -2.515 0.130 -1.807
H -2.254 -1.081 -0.830
O 2.012 4.022 -0.581
H 1.305 4.546 -0.217
H 1.644 3.252 -1.072
O 3.745 -0.139 -1.405
H 3.122 0.483 -1.802
H 3.982 0.320 -0.577
O 1.956 -2.474 -0.671
H 2.158 -1.560 -0.934
H 2.846 -2.822 -0.540
O -0.347 -4.006 -0.155
H -0.371 -4.624 -0.889
H 0.345 -3.338 -0.225
*
```

---

Which structure is most stable, and how do the rest compare? From most to least stable: 2, 1.